1.
The following is a DFT calculation (the ωB97M-V functional and the def2-TZVPD basis) of C46H38CoN5OP2SSe2 as an isolated structure.

Structure (ORCA input):
```
! wB97M-V def2-TZVPD RIJCOSX def2/J DEFGRID3
* xyz 1 2
Co 2.0016 -1.1008 1.2247
Se -4.5258 0.9200 2.4140
P -3.2646 1.5287 0.8438
C -4.0630 1.3883 -0.7738
C -4.8403 0.2626 -1.0252
C -5.5862 0.1694 -2.1871
C -5.5739 1.2151 -3.1043
C -4.8264 2.3543 -2.8473
C -4.0754 2.4475 -1.6800
C -2.6283 3.2160 0.9130
C -1.6300 3.6310 0.0291
C -1.1242 4.9184 0.1120
C -1.6130 5.7920 1.0803
C -2.6033 5.3768 1.9600
C -3.1133 4.0834 1.8783
C -1.6926 0.5811 0.9184
C -1.1938 -0.6788 0.5420
N 0.0019 -0.8086 1.1850
N 0.1838 0.3277 1.8190
N -0.7588 1.2050 1.7125
P -1.7187 -2.2415 -0.2448
Se 0.0174 -3.3757 -0.7006
C -2.8431 -3.0041 0.9499
C -4.2175 -3.0991 0.7674
C -5.0191 -3.6189 1.7763
C -4.4539 -4.0338 2.9688
C -3.0786 -3.9364 3.1587
C -2.2762 -3.4300 2.1508
C -2.5785 -1.8246 -1.7565
C -2.2296 -0.6592 -2.4328
C -2.7520 -0.4116 -3.6912
C -3.6146 -1.3300 -4.2763
C -3.9492 -2.5034 -3.6095
C -3.4236 -2.7609 -2.3504
H -4.8911 -0.5135 -0.2807
H -6.1939 -0.7103 -2.3712
H -6.1637 1.1488 -4.0112
H -4.8410 3.1835 -3.5448
H -3.5128 3.3475 -1.4766
H -1.2420 2.9447 -0.7191
H -0.3432 5.2400 -0.5696
H -1.2187 6.8000 1.1455
H -2.9780 6.0556 2.7179
H -3.8806 3.7419 2.5630
H -4.6742 -2.7783 -0.1553
H -6.0898 -3.6926 1.6258
H -5.0824 -4.4372 3.7545
H -2.6346 -4.2542 4.0951
H -1.2065 -3.3425 2.2933
H -1.5540 0.0534 -1.9719
H -2.4871 0.4992 -4.2184
H -4.0219 -1.1353 -5.2618
H -4.6100 -3.2253 -4.0763
H -3.6461 -3.6946 -1.8491
C 6.0567 0.0524 0.5421
C 4.7217 0.1246 0.9635
N 3.9743 -0.9593 1.0759
C 4.5401 -2.1735 0.8600
C 5.8430 -2.3395 0.4166
C 6.6055 -1.1681 0.2392
C 6.3334 -3.6774 0.2033
C 5.5707 -4.7484 0.5081
C 4.2511 -4.5868 1.0619
C 3.4410 -5.6471 1.5135
C 2.2243 -5.3721 2.0770
C 1.7921 -4.0424 2.1646
N 2.5207 -3.0358 1.7260
C 3.7372 -3.3064 1.1986
H 6.6305 0.9670 0.4617
H 4.2535 1.0704 1.2053
H 7.6290 -1.2436 -0.1146
H 7.3340 -3.8078 -0.1928
H 5.9482 -5.7528 0.3582
H 3.7958 -6.6677 1.4279
H 1.5831 -6.1593 2.4509
H 0.8321 -3.8027 2.5969
C 4.5601 5.9705 0.4370
C 3.8926 4.6494 0.1412
C 4.4500 3.7488 -0.7628
C 3.8201 2.5467 -1.0660
C 2.6031 2.2302 -0.4678
C 2.0312 3.1167 0.4365
C 2.6795 4.3061 0.7366
S 1.7125 0.7252 -0.7997
C 2.5011 0.1013 -2.2933
O 1.3792 0.4611 2.3985
H 5.6447 5.8909 0.3737
H 4.2971 6.3335 1.4298
H 4.2453 6.7269 -0.2850
H 5.3955 3.9889 -1.2412
H 4.2983 1.8626 -1.7568
H 1.0832 2.8857 0.9139
H 2.2222 4.9870 1.4483
H 2.8203 0.9347 -2.9147
H 1.7376 -0.4686 -2.8232
H 3.3429 -0.5521 -2.0621
*
```

HOMO-LUMO gap (alpha / beta), eV: 6.39 / 6.40
<S²>: 1.0864
Energy above the lowest of the compared OMol25 structures with the same formula, charge and spin, kcal/mol: 61.51


2.
The following is a DFT calculation (the ωB97M-V functional and the def2-TZVPD basis) of a 2-piece molecular cluster, C4H15N2 overall.

Structure (ORCA input):
```
! wB97M-V def2-TZVPD RIJCOSX def2/J DEFGRID3
* xyz 0 2
C 1.0842 -2.1349 0.3182
C 1.5565 -0.9158 -0.4412
N 0.3960 -0.1012 -0.9131
C 0.7805 1.1015 -1.6797
H 0.2409 -2.5750 -0.2171
H 1.8709 -2.8908 0.3446
H 0.7820 -1.9212 1.3425
H 2.1514 -0.2434 0.1760
H 2.1447 -1.1704 -1.3218
H -0.2129 0.2030 -0.0664
H -0.2105 -0.6959 -1.5225
H 1.5462 1.6720 -1.1628
H -0.1122 1.7110 -1.8217
H 1.1374 0.7756 -2.6610
C -2.4206 1.2188 1.2155
N -1.0454 0.6933 1.2946
H -2.7124 1.7853 2.0986
H -3.0796 0.3583 1.1268
H -2.5182 1.8368 0.3279
H -0.3884 1.3920 1.6335
H -0.9905 -0.0990 1.9293
*
```

HOMO-LUMO gap (alpha / beta), eV: 3.64 / 11.00
<S²>: 0.7506
Energy above the lowest of the compared OMol25 structures with the same formula, charge and spin, kcal/mol: 0.00


3.
The following is a DFT calculation (the ωB97M-V functional and the def2-TZVPD basis) of an isolated molecule of C5H9NOS.

Structure (ORCA input):
```
! wB97M-V def2-TZVPD RIJCOSX def2/J DEFGRID3
* xyz 0 3
C -0.4129 0.9411 1.4133
C -0.9463 -0.5625 -0.0685
C 0.4753 -0.0813 0.5782
C -1.1406 -0.5956 -1.5931
C 1.5718 0.5982 -0.2404
N -1.5413 0.5965 0.5996
O -0.3305 1.7348 2.2960
S 1.5374 -1.2209 1.6699
H -1.1186 -1.5940 0.3753
H -2.2544 -0.4988 -1.6937
H -0.7271 -1.4528 -2.0237
H -0.5878 0.2758 -1.9162
H 2.2403 1.0376 0.5204
H 1.1111 1.3081 -0.9516
H 2.1014 -0.1621 -0.7564
H -2.5735 0.7417 0.9249
H 2.5957 -1.0659 0.8660
*
```

HOMO-LUMO gap (alpha / beta), eV: 5.27 / 6.50
<S²>: 2.0054
Energy above the lowest of the compared OMol25 structures with the same formula, charge and spin, kcal/mol: 21.02


4.
The following is a DFT calculation (the ωB97M-V functional and the def2-TZVPD basis) of a 2-piece molecular cluster, C3H8ClO4P overall.

Structure (ORCA input):
```
! wB97M-V def2-TZVPD RIJCOSX def2/J DEFGRID3
* xyz 0 1
C 1.7158 0.7735 0.8813
C 1.5609 0.7143 -0.6379
C -0.4874 -0.9017 -0.2842
O 1.1621 1.7380 -1.3151
O -0.3667 -1.9845 -1.1875
O -0.2414 -1.3612 1.0114
O -3.1083 -0.2292 0.5802
P -2.0324 0.0407 -0.6692
Cl -1.4399 1.7351 0.1835
H 0.7882 0.6559 1.5006
H 2.0926 1.8732 1.1665
H 2.2793 -0.0980 1.2135
H 2.0141 -0.1362 -1.1440
H 0.5504 2.2476 -0.7169
H -0.6878 -1.7153 -2.0581
H -0.2168 -2.2634 1.1225
H -3.5828 -1.0888 0.3535
*
```

HOMO-LUMO gap (alpha / beta), eV: 7.56 / 6.71
Energy above the lowest of the compared OMol25 structures with the same formula, charge and spin, kcal/mol: 73.52


5.
The following is a DFT calculation (the ωB97M-V functional and the def2-TZVPD basis) of an isolated molecule of CH6N2P2.

Structure (ORCA input):
```
! wB97M-V def2-TZVPD RIJCOSX def2/J DEFGRID3
* xyz 0 3
C -0.9274 -0.8642 0.0902
N -0.7449 0.7977 0.5891
N 0.2644 1.4691 -0.0882
P 0.8087 -1.4798 -0.0054
P 1.7073 0.5521 -0.0122
H -1.4569 -1.3855 0.9018
H -1.2281 -0.8526 -0.8763
H -1.7014 1.0847 0.5521
H 0.2564 2.0259 -0.9276
H 1.0591 -1.7534 1.3215
H 1.9629 0.4061 -1.5450
*
```

HOMO-LUMO gap (alpha / beta), eV: 4.63 / 6.41
<S²>: 2.0092
Energy above the lowest of the compared OMol25 structures with the same formula, charge and spin, kcal/mol: 86.90


6.
The following is a DFT calculation (the ωB97M-V functional and the def2-TZVPD basis) of a 2-piece molecular cluster, C16H21N6O2 overall.

Structure (ORCA input):
```
! wB97M-V def2-TZVPD RIJCOSX def2/J DEFGRID3
* xyz 1 1
C -4.2156 -1.5221 0.8534
C -4.0414 -0.1950 0.0926
C -2.5928 0.2918 0.0863
C -1.7340 -0.4883 -0.9062
C -0.3789 0.1737 -1.2140
C 0.3048 0.7226 -0.0145
N 0.3901 2.0403 0.0452
N 0.9942 2.5511 1.1078
N 1.0865 3.9621 1.0839
C 0.3023 4.5244 1.8727
O -0.3449 5.1275 2.6163
C 1.5244 1.8706 2.1015
C 1.4321 0.4875 2.0821
C 0.8178 -0.1172 1.0088
C 0.7362 -1.5848 0.9277
C 0.0343 -2.3077 1.8761
C 0.0147 -3.6762 1.7550
C 0.7054 -4.2644 0.7089
N 1.3847 -3.5822 -0.2047
C 1.3897 -2.2651 -0.0933
H -4.2110 -2.3705 0.1706
H -3.3963 -1.6855 1.5536
H -5.1594 -1.5601 1.3884
H -4.6786 0.5644 0.5386
H -4.3611 -0.3538 -0.9361
H -2.1830 0.1485 1.0906
H -2.5649 1.3524 -0.1711
H -1.5951 -1.5185 -0.5791
H -2.2709 -0.5534 -1.8524
H -0.5558 0.9922 -1.9093
H 0.2888 -0.5118 -1.7338
H 2.0282 2.4205 2.8801
H 1.8616 -0.0793 2.8929
H -0.5019 -1.8267 2.6823
H -0.5274 -4.2920 2.4550
H 0.7095 -5.3400 0.6117
H 1.9529 -1.7111 -0.8355
C 3.2694 1.3741 -2.8305
O 2.8728 0.2958 -2.4045
N 2.5736 2.5258 -2.5847
N 4.4038 1.4985 -3.5669
H 2.8427 3.4367 -2.9049
H 1.7353 2.4119 -2.0509
H 4.9214 0.6614 -3.7606
H 4.7358 2.3720 -3.9292
*
```

HOMO-LUMO gap, eV: 7.92


7.
The following is a DFT calculation (the ωB97M-V functional and the def2-TZVPD basis) of an isolated molecule of C5H10O.

Structure (ORCA input):
```
! wB97M-V def2-TZVPD RIJCOSX def2/J DEFGRID3
* xyz 0 1
C -1.0183 1.7631 0.5916
C -0.4806 1.0873 -0.6597
C 0.8228 0.3083 -0.7030
C 0.7238 -0.9206 -0.1951
C 0.2967 -1.2637 1.1975
O 1.0499 -1.9710 -0.9906
H -1.8013 2.4583 0.2750
H -1.4790 1.0807 1.3170
H -0.2242 2.3203 1.0927
H -1.2601 0.4085 -1.0518
H 1.3700 0.3712 -1.6453
H -0.3394 1.8344 -1.4339
H 1.2039 -1.6266 1.7002
H -0.4585 -2.0555 1.2332
H -0.0503 -0.4024 1.7711
H 0.8035 -2.7816 -0.5380
*
```

HOMO-LUMO gap, eV: 8.74
Energy above the lowest of the compared OMol25 structures with the same formula, charge and spin, kcal/mol: 43.03


8.
The following is a DFT calculation (the ωB97M-V functional and the def2-TZVPD basis) of C27H38BaClN11O2 as an isolated structure.

Structure (ORCA input):
```
! wB97M-V def2-TZVPD RIJCOSX def2/J DEFGRID3
* xyz 1 2
Ba -3.5873 1.0065 -1.8702
N -5.2802 -4.2715 -4.5628
N -5.2411 -3.6756 -3.3360
N -5.7841 -4.2190 -2.2779
C -5.4497 -3.3451 -1.3354
N -4.7310 -2.3330 -1.8288
N -4.6103 -2.5546 -3.1205
H -6.1683 -4.7192 -4.7291
H -4.9842 -3.6279 -5.2805
H -5.7197 -3.4459 -0.2996
O -4.1271 3.8459 -1.8003
N -3.7595 4.6879 -0.8749
C -4.5733 4.9380 0.1748
C -4.1937 5.7982 1.1801
C -2.9595 6.4278 1.1251
C -2.1417 6.1704 0.0349
C -2.5595 5.3046 -0.9506
H -5.5260 4.4332 0.1406
H -4.8733 5.9805 2.0000
H -2.6449 7.1026 1.9077
H -1.1808 6.6558 -0.0572
H -1.9866 5.0842 -1.8379
C 2.5178 -0.7067 0.8304
C 3.7380 0.1968 0.6235
C 4.8072 -0.2577 1.6323
C 3.3622 1.6412 1.0000
C 4.3263 0.1771 -0.8333
O 5.4726 1.0444 -0.8343
C 4.8873 -1.1916 -1.3368
C 4.0842 -2.3182 -2.0179
C 3.3878 -3.2855 -1.0929
C 2.0185 -3.5092 -1.1860
C 1.3658 -4.3696 -0.3165
C 2.0942 -5.0299 0.6580
Cl 1.2835 -6.0784 1.7757
C 3.4678 -4.8640 0.7422
C 4.1037 -4.0013 -0.1364
C 3.4812 0.9859 -1.8754
N 2.0681 0.7470 -2.1200
C 1.0171 1.3788 -1.5768
N -0.1072 0.9493 -2.1139
C 0.3213 0.0522 -3.0383
N 1.6245 -0.0869 -3.0755
H 2.0855 -0.4903 1.8110
H 2.8001 -1.7563 0.8189
H 1.7418 -0.5595 0.0814
H 4.3399 -0.3578 2.6124
H 5.6133 0.4721 1.7238
H 5.2321 -1.2296 1.3807
H 3.2600 1.7193 2.0833
H 2.4128 1.9459 0.5582
H 4.1359 2.3381 0.6815
H 6.1852 0.6167 -0.3484
H 5.4310 -1.6387 -0.5023
H 5.6397 -0.8835 -2.0661
H 4.8225 -2.8874 -2.5899
H 3.3796 -1.9218 -2.7346
H 1.4479 -2.9960 -1.9485
H 0.2977 -4.5247 -0.3921
H 4.0335 -5.4086 1.4859
H 5.1800 -3.8886 -0.0696
H 3.9991 0.8918 -2.8287
H 3.5689 2.0231 -1.5583
H 1.0913 2.1479 -0.8273
H -0.3391 -0.4913 -3.6944
C -0.8016 0.3413 4.5299
C -1.9576 0.5476 3.6135
C -3.3061 0.6757 3.8542
C -3.9083 0.8384 2.5897
N -2.9907 0.8166 1.6343
N -1.8172 0.6446 2.2744
C -5.3573 1.0203 2.2762
H -1.1349 0.3796 5.5635
H -0.0438 1.1123 4.3827
H -0.3343 -0.6294 4.3563
H -3.7986 0.6530 4.8117
H -0.9683 0.5527 1.7458
H -5.9634 0.8280 3.1584
H -5.6650 0.3399 1.4817
H -5.5513 2.0406 1.9409
*
```

HOMO-LUMO gap (alpha / beta), eV: 3.81 / 8.18
<S²>: 0.7509
Energy above the lowest of the compared OMol25 structures with the same formula, charge and spin, kcal/mol: 23.40